# 1
DFT (ωB97M-V/def2-TZVPD) results for a 8-piece molecular cluster, C26H72N6O12 overall in a non-equilibrium geometry.

Properties
LUMO in hartree: -0.23491
E in Ha: -2263.99835
Spin multiplicity: 1
F_max in eV Å⁻¹: 3.39
Net charge: +4

Each line ends with the Löwdin charge.
Element x y z (Å)
C -10.367 -0.820 3.743  0.02
N -11.328 0.341 3.838  -0.35
C -12.229 0.034 5.015  0.04
C -10.587 1.622 3.976  0.03
C -12.258 0.321 2.644  -0.12
C -11.736 0.736 1.331  -0.26
O -11.230 -0.410 0.710  -0.04
H -9.774 -0.757 4.662  0.11
H -9.718 -0.661 2.878  0.11
H -10.850 -1.808 3.640  0.13
H -13.061 0.693 4.948  0.10
H -11.639 0.332 5.816  0.09
H -12.575 -0.976 5.044  0.12
H -10.025 1.611 4.883  0.11
H -11.364 2.392 3.963  0.13
H -10.006 1.775 3.117  0.08
H -13.087 1.048 2.876  0.16
H -12.626 -0.686 2.507  0.15
H -10.955 1.518 1.403  0.12
H -12.501 1.230 0.723  0.14
H -11.032 -0.166 -0.211  0.12
C -4.136 -2.875 5.779  -0.06
C -2.919 -2.163 5.224  -0.40
C -2.330 -1.223 6.249  -0.18
O -2.091 -2.034 7.430  -0.23
C -1.626 -1.440 8.618  -0.10
N -1.834 -3.044 4.637  0.05
H -1.561 -3.664 5.418  0.12
H -2.340 -3.633 4.040  0.07
H -0.390 -2.796 3.817  0.08
H -4.688 -3.684 5.172  0.11
H -4.834 -2.138 6.052  0.06
H -3.855 -3.372 6.699  0.08
H -3.256 -1.605 4.320  0.14
H -2.916 -0.362 6.647  0.13
H -1.349 -0.718 5.763  0.16
H -2.172 -0.544 8.816  0.07
H -0.509 -1.203 8.494  0.11
H -1.638 -2.064 9.547  0.10
C 6.467 2.900 -10.861  0.01
C 5.385 1.927 -11.477  -0.29
C 4.036 1.948 -10.784  -0.24
O 3.116 1.389 -11.629  -0.18
C 2.108 0.768 -10.810  -0.06
N 5.190 2.325 -12.888  0.23
H 6.045 2.476 -13.423  0.19
H 4.527 1.785 -13.407  0.16
H 4.780 3.278 -12.871  0.19
H 7.484 2.735 -11.212  0.09
H 6.569 2.769 -9.794  0.09
H 6.028 3.871 -11.128  0.09
H 5.712 0.948 -11.500  0.13
H 3.744 3.006 -10.526  0.16
H 4.073 1.329 -9.930  0.11
H 2.583 0.091 -10.110  0.09
H 1.441 0.186 -11.494  0.11
H 1.355 1.526 -10.365  0.13
C 8.371 5.943 2.761  -0.03
C 6.940 6.017 2.233  -0.22
C 6.091 7.088 2.999  -0.18
O 5.286 7.938 2.149  -0.19
C 4.685 8.891 3.031  -0.06
N 7.022 6.604 0.728  0.22
H 7.451 5.972 0.056  0.17
H 6.163 6.939 0.354  0.13
H 7.556 7.475 0.789  0.16
H 8.271 5.792 3.799  0.09
H 8.795 6.936 2.622  0.10
H 8.972 5.177 2.305  0.09
H 6.472 4.987 2.147  0.17
H 6.668 7.639 3.703  0.12
H 5.506 6.413 3.603  0.13
H 4.011 8.349 3.689  0.10
H 4.043 9.461 2.395  0.09
H 5.444 9.547 3.416  0.10
C 3.408 -5.345 -0.356  -0.01
C 1.966 -5.469 -0.792  -0.35
C 1.478 -6.808 -1.184  -0.16
O 0.039 -6.745 -1.005  -0.18
C -0.494 -7.966 -1.396  -0.09
N 1.170 -5.187 0.390  0.20
H 1.420 -4.351 0.917  0.08
H 0.176 -5.255 0.092  0.18
H 1.273 -5.990 0.978  0.16
H 3.629 -6.021 0.445  0.08
H 3.450 -4.447 0.238  0.07
H 4.243 -5.455 -1.101  0.12
H 1.767 -4.740 -1.614  0.18
H 1.851 -7.569 -0.484  0.15
H 1.836 -7.022 -2.192  0.15
H -0.042 -8.311 -2.314  0.10
H -1.474 -7.845 -1.646  0.07
H -0.543 -8.765 -0.673  0.11
C 5.131 -1.872 -2.669  0.00
C 3.780 -1.473 -2.021  -0.47
O 2.703 -1.718 -2.553  0.02
N 3.857 -1.171 -0.610  -0.02
H -0.383 1.770 -1.979  0.10
H 3.072 -1.492 -0.029  0.10
C 5.111 -1.037 0.096  -0.13
H 5.046 -1.789 -3.753  0.09
H 5.328 -2.895 -2.365  0.08
H 5.911 -1.340 -2.141  0.04
H 4.889 -0.646 1.102  0.08
H 5.889 -0.429 -0.446  0.09
H 5.601 -2.060 0.210  0.10
O -0.031 -1.345 2.017  0.14
C 0.699 -2.459 2.177  -0.61
O 0.424 -3.126 3.287  0.11
O 1.600 -2.804 1.425  0.05
H 0.178 -0.791 1.245  0.07
O 0.649 2.019 0.828  0.20
C 0.120 1.380 -0.181  -0.60
O -0.221 2.216 -1.187  0.16
O 0.013 0.170 -0.318  0.11
H 0.482 2.956 0.765  0.13

# 2
DFT (ωB97M-V/def2-TZVPD) results for a 9-piece molecular cluster, C26H74N4O14 overall in a non-equilibrium geometry.

Properties
LUMO in hartree: 0.01427
E in Ha: -2307.10753
SMILES: COC[C@H](C)N.COC[C@H](C)N.COC[C@H](C)N.COC[C@H](C)N.OCCO.OCCO.OCCO.OCCO.OCCO
Spin multiplicity: 1
F_max in eV Å⁻¹: 3.17

Each line ends with the Löwdin charge.
Element x y z (Å)
C -8.016 -13.376 13.620  -0.11
O -6.675 -12.994 13.930  -0.18
C -5.713 -14.002 13.517  -0.19
C -4.375 -13.760 14.236  -0.46
C -3.659 -12.629 13.653  -0.10
N -3.445 -14.911 14.237  0.06
H -8.183 -13.263 12.549  0.09
H -8.714 -12.734 14.157  0.08
H -8.293 -14.336 14.056  0.08
H -5.936 -14.986 13.929  0.11
H -5.576 -14.146 12.445  0.12
H -4.675 -13.502 15.252  0.14
H -4.226 -11.699 13.677  0.08
H -3.410 -12.775 12.602  0.08
H -2.678 -12.376 14.056  0.07
H -3.592 -15.331 15.144  0.07
H -3.774 -15.563 13.539  0.06
C 8.793 -13.396 10.989  -0.10
O 8.633 -13.657 12.385  -0.18
C 8.043 -12.524 12.963  -0.24
C 7.991 -12.624 14.493  -0.40
C 9.344 -12.836 15.229  -0.06
N 7.189 -13.796 14.862  0.04
H 7.828 -13.377 10.481  0.08
H 9.261 -14.230 10.466  0.09
H 9.255 -12.429 10.790  0.09
H 8.467 -11.573 12.639  0.12
H 7.014 -12.513 12.604  0.12
H 7.518 -11.689 14.793  0.12
H 10.083 -12.058 15.040  0.07
H 9.857 -13.741 14.904  0.08
H 9.160 -12.829 16.303  0.07
H 7.342 -14.420 14.083  0.06
H 7.693 -14.298 15.579  0.05
C -3.581 -19.241 11.733  -0.10
O -3.299 -17.858 11.404  -0.21
C -3.891 -17.470 10.112  -0.17
C -3.463 -16.031 9.764  -0.45
C -4.178 -15.460 8.528  -0.05
N -2.043 -16.132 9.644  0.02
H -3.307 -19.974 10.974  0.08
H -4.633 -19.392 11.976  0.08
H -3.061 -19.528 12.647  0.08
H -3.678 -18.178 9.311  0.12
H -4.974 -17.505 10.226  0.11
H -3.535 -15.280 10.551  0.12
H -5.263 -15.492 8.630  0.07
H -4.010 -16.106 7.667  0.08
H -3.898 -14.422 8.345  0.08
H -1.604 -16.583 10.434  0.07
H -1.551 -15.251 9.604  0.07
C -1.341 -7.619 13.755  -0.15
O -1.896 -7.887 12.521  -0.16
C -0.908 -8.405 11.622  -0.18
C -1.512 -8.401 10.216  -0.49
C -2.748 -9.280 10.170  -0.06
N -0.610 -8.826 9.202  0.03
H -0.488 -6.941 13.761  0.08
H -0.923 -8.507 14.230  0.09
H -2.085 -7.164 14.409  0.09
H -0.034 -7.753 11.599  0.12
H -0.602 -9.445 11.736  0.13
H -1.810 -7.411 9.872  0.13
H -2.402 -10.283 10.421  0.07
H -3.092 -9.299 9.136  0.08
H -3.536 -9.110 10.904  0.08
H 0.177 -8.214 9.366  0.07
H -0.961 -8.513 8.308  0.08
O 0.648 -12.643 8.921  -0.05
C 1.897 -12.541 9.499  -0.28
C 2.735 -13.872 9.591  -0.23
O 3.233 -14.291 8.328  -0.06
H 0.437 -11.707 8.881  0.07
H 2.586 -11.837 9.033  0.11
H 1.781 -12.183 10.522  0.11
H 2.191 -14.610 10.179  0.12
H 3.603 -13.617 10.199  0.11
H 2.627 -14.960 8.000  0.08
O 5.753 -7.395 15.688  -0.05
C 4.965 -8.131 14.767  -0.23
C 5.549 -8.076 13.320  -0.25
O 4.832 -8.815 12.367  -0.08
H 5.381 -7.558 16.558  0.08
H 4.960 -9.206 14.950  0.11
H 3.920 -7.828 14.697  0.11
H 6.563 -8.467 13.237  0.11
H 5.610 -7.076 12.891  0.12
H 4.927 -8.486 11.470  0.09
O 0.855 -14.184 13.742  -0.08
C 1.514 -13.820 14.967  -0.22
C 2.544 -12.640 14.826  -0.20
O 1.845 -11.442 14.414  -0.08
H -0.078 -14.071 13.938  0.06
H 0.769 -13.686 15.752  0.11
H 2.004 -14.734 15.304  0.11
H 3.324 -12.880 14.103  0.11
H 3.014 -12.539 15.804  0.10
H 2.479 -10.984 13.857  0.06
O 0.674 -7.998 19.373  -0.07
C 1.421 -8.856 18.528  -0.22
C 2.819 -9.093 19.205  -0.22
O 3.648 -7.922 19.243  -0.08
H 0.850 -7.116 19.037  0.08
H 0.989 -9.856 18.490  0.12
H 1.469 -8.392 17.542  0.12
H 3.432 -9.843 18.705  0.11
H 2.720 -9.472 20.223  0.11
H 3.090 -7.241 19.625  0.07
O 5.058 -14.659 18.486  -0.08
C 5.241 -15.859 19.255  -0.23
C 6.736 -16.072 19.560  -0.24
O 7.364 -16.681 18.437  -0.07
H 5.693 -14.642 17.766  0.07
H 4.620 -15.758 20.145  0.11
H 4.816 -16.723 18.744  0.11
H 6.792 -16.764 20.400  0.11
H 7.281 -15.203 19.926  0.12
H 7.272 -17.627 18.572  0.08

# 3
DFT (ωB97M-V/def2-TZVPD) results for a 12-piece molecular cluster, C26H74NO25S6 overall in a non-equilibrium geometry.

Properties
LUMO in hartree: 0.05699
E in Ha: -5359.73105
Spin multiplicity: 1
F_max in eV Å⁻¹: 2.39
Net charge: -1

Each line ends with the Löwdin charge.
Element x y z (Å)
C 0.067 -0.474 -0.511  -0.06
C -0.445 -0.775 0.881  -0.56
C -1.015 0.493 1.532  -0.05
O -1.249 -1.908 0.908  -0.29
H 0.829 0.323 -0.507  0.06
H -0.672 -0.033 -1.194  0.06
H 0.512 -1.347 -0.990  0.07
H 0.426 -0.996 1.542  0.11
H -1.453 0.288 2.516  0.08
H -1.827 0.932 0.943  0.05
H -0.233 1.234 1.720  0.06
C 1.840 -3.440 2.315  -0.18
O 0.975 -3.766 1.247  -0.11
H 2.074 -2.372 2.313  0.04
H 1.422 -3.663 3.301  0.07
H 2.766 -3.984 2.119  0.08
H 0.369 -3.006 1.126  0.03
C -1.191 -2.458 4.326  -0.21
O -1.559 -3.291 3.261  -0.13
H -1.188 -3.051 5.244  0.07
H -0.162 -2.098 4.162  0.06
H -1.797 -1.554 4.486  0.06
H -1.369 -2.796 2.420  0.03
C -2.247 -2.863 -2.345  -0.15
O -1.347 -3.449 -1.406  -0.15
H -3.188 -2.898 -1.775  0.09
H -1.915 -1.826 -2.470  0.06
H -2.395 -3.447 -3.250  0.05
H -1.360 -2.855 -0.624  0.03
C -4.513 0.230 0.807  -0.20
O -4.066 -1.084 0.565  -0.12
H -3.837 0.988 0.401  0.03
H -5.451 0.358 0.260  0.08
H -4.708 0.456 1.863  0.07
H -3.161 -1.187 0.936  0.05
O -1.359 6.285 0.759  -0.27
S -1.380 5.681 2.063  0.62
O -2.111 6.185 3.202  -0.29
O -1.922 4.162 1.847  -0.28
C -2.137 3.301 2.966  -0.28
C -3.509 2.703 2.976  -0.04
C 0.297 5.330 2.535  -0.11
H -1.837 3.790 3.899  0.11
H -1.348 2.548 2.869  0.07
H -4.230 3.503 2.796  0.10
H -3.811 2.229 3.910  0.08
H -3.576 1.912 2.228  0.03
H 0.955 6.144 2.243  0.08
H 0.543 4.481 1.902  0.04
H 0.323 5.128 3.601  0.07
O 3.958 0.734 -3.510  -0.28
S 2.716 0.211 -4.008  0.62
O 2.044 -0.889 -3.345  -0.29
O 1.647 1.429 -4.071  -0.27
C 0.278 1.081 -4.323  -0.27
C -0.299 2.131 -5.228  -0.06
C 2.842 -0.178 -5.780  -0.10
H -0.199 0.950 -3.350  0.11
H 0.165 0.107 -4.811  0.11
H 0.096 2.040 -6.248  0.08
H -0.016 3.162 -5.007  0.09
H -1.382 2.065 -5.336  0.08
H 1.998 -0.797 -6.069  0.06
H 3.792 -0.670 -5.970  0.07
H 2.803 0.784 -6.287  0.07
O 4.630 -2.457 4.714  -0.27
S 5.298 -1.989 3.529  0.59
O 6.081 -2.900 2.755  -0.29
O 4.227 -1.307 2.521  -0.29
C 4.682 -0.984 1.186  -0.25
C 3.684 -1.428 0.132  -0.04
C 6.418 -0.626 3.924  -0.10
H 5.684 -1.385 1.038  0.11
H 4.741 0.108 1.164  0.10
H 3.688 -2.515 0.028  0.09
H 4.026 -1.043 -0.830  0.08
H 2.661 -1.130 0.351  0.06
H 5.812 0.144 4.402  0.05
H 6.876 -0.241 3.021  0.07
H 7.080 -1.004 4.698  0.07
O -3.490 4.714 -2.454  -0.28
S -3.482 3.422 -1.833  0.62
O -4.417 3.072 -0.800  -0.29
O -3.592 2.354 -3.059  -0.28
C -4.189 1.082 -2.736  -0.26
C -3.991 0.185 -3.958  -0.05
C -1.781 3.009 -1.267  -0.08
H -5.231 1.212 -2.448  0.12
H -3.682 0.635 -1.876  0.10
H -2.978 0.379 -4.310  0.06
H -4.690 0.390 -4.767  0.08
H -4.050 -0.862 -3.672  0.07
H -1.673 3.709 -0.439  0.04
H -1.155 3.251 -2.119  0.06
H -1.754 1.964 -0.983  0.04
O 0.185 -6.172 -2.927  -0.26
S 0.350 -5.455 -4.162  0.60
O 1.082 -6.068 -5.245  -0.31
O -1.104 -5.014 -4.660  -0.27
C -1.209 -4.374 -5.942  -0.29
C -2.646 -4.513 -6.404  -0.07
C 1.067 -3.819 -3.793  -0.10
H -0.508 -4.669 -6.719  0.12
H -1.057 -3.310 -5.722  0.11
H -2.754 -4.037 -7.382  0.08
H -3.353 -4.089 -5.698  0.08
H -2.837 -5.569 -6.610  0.08
H 0.433 -3.399 -3.010  0.05
H 1.121 -3.271 -4.726  0.05
H 2.031 -4.022 -3.332  0.08
O 1.606 2.285 2.957  -0.29
S 1.512 1.895 4.343  0.61
O 1.762 2.918 5.342  -0.29
O 0.068 1.210 4.595  -0.27
C -0.289 0.912 5.961  -0.26
C -1.429 1.825 6.382  -0.05
C 2.608 0.509 4.643  -0.09
H 0.548 1.018 6.655  0.11
H -0.540 -0.149 5.950  0.11
H -1.620 1.721 7.452  0.08
H -2.339 1.564 5.843  0.07
H -1.198 2.876 6.214  0.08
H 2.296 0.093 5.597  0.07
H 3.607 0.931 4.693  0.06
H 2.439 -0.180 3.820  0.06
C 3.372 2.145 -0.355  0.05
N 2.333 3.210 -0.348  -0.42
O 2.506 4.131 0.420  0.06
O 1.430 3.125 -1.149  0.07
H 3.801 2.121 0.640  0.09
H 4.154 2.378 -1.077  0.10
H 2.860 1.263 -0.731  0.07

# 4
DFT (ωB97M-V/def2-TZVPD) results for a 10-piece molecular cluster, C26H76N4O10 overall in a non-equilibrium geometry.

Properties
LUMO in hartree: 0.01280
E in Ha: -2007.44170
SMILES: COC[C@H](C)N.COC[C@H](C)N.COC[C@H](C)N.COC[C@H](C)N.CCO.CCO.CCO.CCO.CCO.O
Spin multiplicity: 1
F_max in eV Å⁻¹: 2.79

Each line ends with the Löwdin charge.
Element x y z (Å)
C -1.051 -3.940 -2.783  -0.12
O -0.493 -4.791 -1.805  -0.18
C 0.405 -4.071 -0.955  -0.19
C 0.884 -4.943 0.253  -0.39
C 1.686 -4.174 1.324  -0.06
N 1.790 -5.928 -0.314  0.01
H -1.762 -3.216 -2.379  0.08
H -1.625 -4.525 -3.502  0.09
H -0.283 -3.424 -3.361  0.07
H 1.291 -3.716 -1.483  0.13
H -0.232 -3.297 -0.520  0.11
H 0.098 -5.508 0.756  0.14
H 1.949 -4.822 2.160  0.07
H 1.144 -3.335 1.764  0.05
H 2.562 -3.712 0.868  0.08
H 1.408 -6.644 -0.916  0.07
H 2.482 -5.482 -0.902  0.07
C -2.254 0.717 0.866  -0.09
O -1.425 -0.428 0.627  -0.18
C -0.069 -0.111 0.356  -0.17
C 0.148 0.452 -1.064  -0.39
C -0.104 -0.492 -2.236  -0.03
N 1.506 0.988 -1.170  0.07
H -1.761 1.557 1.358  0.06
H -3.031 0.378 1.551  0.09
H -2.662 1.080 -0.078  0.07
H 0.285 0.561 1.142  0.11
H 0.553 -1.007 0.387  0.11
H -0.503 1.304 -1.280  0.11
H 0.408 -1.452 -2.157  0.06
H 0.184 -0.042 -3.186  0.07
H -1.167 -0.722 -2.317  0.08
H 1.634 1.291 -2.127  0.05
H 1.564 1.798 -0.560  0.04
C 3.171 2.641 1.233  -0.08
O 2.124 3.173 0.448  -0.22
C 1.029 3.642 1.227  -0.21
C -0.104 4.236 0.391  -0.42
C 0.196 5.462 -0.470  -0.04
N -1.292 4.418 1.225  0.05
H 3.567 1.715 0.817  0.08
H 2.853 2.469 2.262  0.08
H 3.963 3.388 1.320  0.09
H 0.608 2.817 1.808  0.10
H 1.319 4.311 2.043  0.13
H -0.357 3.372 -0.227  0.11
H -0.745 5.798 -0.907  0.05
H 0.851 5.331 -1.331  0.07
H 0.466 6.377 0.060  0.08
H -1.088 5.077 1.965  0.07
H -1.699 3.617 1.684  0.05
C -1.961 -1.061 4.472  -0.11
O -0.893 -1.913 4.873  -0.19
C -1.429 -2.837 5.844  -0.21
C -0.411 -3.941 6.177  -0.40
C 0.219 -4.578 4.898  -0.05
N -1.106 -5.042 6.850  0.02
H -1.568 -0.450 3.659  0.07
H -2.376 -0.371 5.209  0.09
H -2.796 -1.615 4.039  0.09
H -1.758 -2.291 6.732  0.12
H -2.381 -3.259 5.512  0.12
H 0.375 -3.468 6.767  0.13
H 0.813 -3.843 4.356  0.05
H -0.534 -4.953 4.201  0.08
H 0.743 -5.495 5.166  0.08
H -1.852 -4.711 7.451  0.06
H -1.728 -5.520 6.209  0.07
C 2.170 -0.107 4.571  -0.09
C 2.233 -1.051 3.429  -0.32
O 3.065 -0.515 2.412  -0.10
H 1.785 -0.665 5.425  0.07
H 1.463 0.690 4.331  0.07
H 3.092 0.416 4.828  0.08
H 1.264 -1.255 2.976  0.10
H 2.701 -1.937 3.863  0.11
H 3.956 -0.385 2.748  0.10
C 2.268 -1.883 -5.770  -0.08
C 2.104 -0.383 -5.652  -0.35
O 3.010 0.115 -4.696  -0.08
H 1.984 -2.434 -4.873  0.06
H 3.299 -2.097 -6.051  0.08
H 1.607 -2.248 -6.557  0.07
H 1.066 -0.125 -5.432  0.10
H 2.268 0.085 -6.626  0.10
H 2.856 1.028 -4.430  0.03
C -5.195 -0.431 -1.201  -0.07
C -6.041 0.716 -0.519  -0.30
O -5.406 1.871 -0.967  -0.09
H -5.312 -0.429 -2.286  0.07
H -5.598 -1.418 -0.965  0.07
H -4.129 -0.430 -0.979  0.05
H -6.020 0.646 0.570  0.10
H -7.077 0.574 -0.831  0.11
H -5.952 2.638 -0.775  0.09
C 3.037 4.307 -4.318  -0.07
C 2.988 3.244 -3.255  -0.29
O 1.977 2.410 -3.745  -0.14
H 3.859 5.006 -4.157  0.08
H 2.134 4.915 -4.244  0.08
H 3.125 3.871 -5.312  0.09
H 2.763 3.547 -2.231  0.11
H 3.885 2.623 -3.232  0.13
H 1.227 2.973 -3.956  0.11
C -3.148 2.989 -3.127  -0.07
C -2.628 4.307 -2.595  -0.33
O -2.575 5.285 -3.623  -0.08
H -2.942 2.163 -2.445  0.05
H -2.666 2.764 -4.078  0.08
H -4.234 3.074 -3.099  0.07
H -1.592 4.239 -2.255  0.08
H -3.235 4.705 -1.780  0.11
H -2.247 6.085 -3.205  0.07
O 3.311 -0.964 -0.228  -0.10
H 2.737 -0.283 -0.607  -0.03
H 2.981 -1.084 0.668  -0.03